The molecule C5H13NO. Source: the Open Molecules 2025 dataset; level of theory: ωB97M-V/def2-TZVPD.

Output
E: -8933.0672 eV
HOMO energy: -9.11 eV
ΔE to the lowest compared entry with this formula, charge and spin: 21.76 kcal per mole
LUMO energy: 0.95 eV
charge: 0
spin multiplicity: 1
SMILES string: CN[C@H](C)[C@@H](C)O

Each atom is followed by the atoms it is bonded to, with distances in Å.
Element x y z (Å)
1 H -1.4304 1.6955 -0.5659  C17 1.097
2 C -0.4507 -2.3389 0.1168  C7 1.533, H8 1.085, H10 1.103, H14 1.085
3 C 1.4799 1.5689 0.8427  H4 1.094, H5 1.085, N11 1.462, H12 1.087
4 H 2.1055 1.9410 0.0254  C3 1.094
5 H 2.0928 1.4681 1.7327  C3 1.085
6 H -1.0308 -0.1293 1.5811  O18 0.979
7 C -1.0460 -0.9549 -0.1646  C2 1.533, C15 1.532, O18 1.420, H20 1.094
8 H -1.2197 -3.1040 0.1483  C2 1.085
9 H -0.8285 1.1989 -2.1872  C17 1.099
10 H 0.2726 -2.6509 -0.6551  C2 1.103
11 N 0.8929 0.2500 0.6129  C3 1.462, C15 1.471, H19 1.014
12 H 0.6908 2.2834 1.0609  C3 1.087
13 H 0.5976 -0.4242 -1.3713  C15 1.097
14 H 0.0706 -2.3314 1.0683  C2 1.085
15 C 0.0327 0.0574 -0.5642  C7 1.532, N11 1.471, H13 1.097, C17 1.532
16 H 0.2278 2.0943 -1.2157  C17 1.082
17 C -0.5561 1.3526 -1.1333  H1 1.097, H9 1.099, C15 1.532, H16 1.082
18 O -1.7246 -0.4954 0.9952  H6 0.979, C7 1.420
19 H 1.6662 -0.4047 0.5781  N11 1.014
20 H -1.8425 -1.0763 -0.9053  C7 1.094

Atom charges from the Mulliken analysis, given in e for atoms 1 to 2: atom 1 (H): 0.3128, atom 2 (C): -1.4272